Below is 10 unconnected molecules or ions with the total composition C38H58N2O14 in a non-equilibrium geometry, with properties calculated with ωB97M-V/def2-TZVPD.

CARTESIAN COORDINATES (ANGSTROEM)
C1 -1.26 -5.82 -0.33
C2 -0.30 -5.35 -1.21
C3 -0.14 -3.95 -0.99
N1 -0.93 -3.65 0.15
C4 -1.69 -4.83 0.51
H1 -1.57 -6.86 -0.28
H2 0.32 -5.97 -1.84
H3 0.52 -3.18 -1.37
H4 -0.97 -2.74 0.58
H5 -2.42 -4.81 1.30
C5 -1.64 0.27 0.89
C6 -1.72 0.65 -0.45
C7 -0.60 0.22 -1.09
N2 0.14 -0.59 -0.17
C8 -0.50 -0.47 1.04
H6 -2.43 0.58 1.56
H7 -2.48 1.25 -0.93
H8 -0.20 0.43 -2.07
H9 1.05 -1.01 -0.27
H10 -0.16 -0.85 2.00
O1 -4.41 1.63 4.18
C9 -4.23 2.69 3.66
C10 -3.19 2.99 2.60
C11 -3.10 4.54 2.73
C12 -4.46 4.97 3.34
O2 -4.95 3.81 3.98
H11 -2.36 2.42 3.01
H12 -3.50 2.68 1.61
H13 -2.23 4.84 3.33
H14 -2.89 5.13 1.84
H15 -4.14 5.75 4.02
H16 -5.14 5.33 2.56
O3 2.86 -1.58 -1.22
C13 3.32 -1.14 -2.30
C14 4.76 -0.70 -2.57
C15 4.61 0.04 -3.89
C16 3.27 -0.38 -4.46
O4 2.62 -1.09 -3.43
H17 5.24 -0.06 -1.83
H18 5.40 -1.58 -2.67
H19 4.52 1.11 -3.68
H20 5.48 -0.08 -4.53
H21 2.77 0.56 -4.72
H22 3.46 -1.05 -5.29
O5 -5.30 -2.18 -5.17
C17 -4.37 -2.34 -4.35
C18 -3.39 -1.31 -3.95
C19 -2.69 -1.96 -2.72
C20 -3.14 -3.46 -2.65
O6 -4.19 -3.48 -3.66
H23 -2.72 -1.33 -4.81
H24 -3.78 -0.30 -3.79
H25 -1.61 -1.92 -2.76
H26 -2.95 -1.43 -1.81
H27 -2.26 -4.08 -2.80
H28 -3.49 -3.77 -1.66
O7 -0.38 -1.69 -5.84
C21 -0.19 -0.49 -5.78
C22 0.32 0.34 -6.91
C23 -0.07 1.70 -6.42
C24 -0.29 1.53 -4.91
O8 -0.41 0.19 -4.67
H29 1.39 0.16 -7.05
H30 -0.15 0.01 -7.83
H31 0.71 2.42 -6.65
H32 -0.99 2.02 -6.91
H33 0.60 1.88 -4.39
H34 -1.18 1.98 -4.48
O9 -1.26 2.72 7.21
C25 -0.56 2.14 6.36
C26 0.99 2.06 6.24
C27 1.10 0.87 5.24
C28 -0.23 0.78 4.50
O10 -1.14 1.37 5.37
H35 1.48 2.90 5.77
H36 1.48 1.83 7.19
H37 2.02 0.87 4.66
H38 1.21 -0.04 5.83
H39 -0.17 1.25 3.51
H40 -0.53 -0.24 4.27
O11 2.25 2.79 -2.70
C29 1.35 2.99 -1.86
C30 1.45 2.80 -0.31
C31 0.28 3.69 0.10
C32 -0.65 3.87 -1.12
O12 0.21 3.68 -2.21
H41 1.33 1.75 -0.05
H42 2.46 3.13 -0.04
H43 -0.22 3.23 0.95
H44 0.67 4.65 0.45
H45 -1.44 3.11 -1.13
H46 -1.15 4.83 -1.17
C33 3.66 0.14 1.40
C34 4.85 0.65 2.11
C35 6.22 0.46 1.45
O13 4.73 1.45 3.06
H47 3.59 0.56 0.39
H48 2.69 0.20 1.90
H49 3.97 -0.90 1.36
H50 6.84 -0.32 1.90
H51 6.86 1.34 1.55
H52 6.08 0.25 0.39
C36 0.03 -4.01 5.73
C37 -0.23 -3.54 4.29
C38 -1.58 -3.73 3.68
O14 0.60 -2.81 3.72
H53 -0.39 -4.99 5.98
H54 -0.47 -3.27 6.35
H55 1.11 -3.96 5.84
H56 -2.38 -3.16 4.15
H57 -1.77 -4.80 3.63
H58 -1.56 -3.25 2.70

Largest force on an atom (hartree/bohr): 0.08258
Lowest unoccupied orbital energy (eV): 0.215
Total energy (eV): -71990.085